[1]
{
  "formula": "C6H9N",
  "method": "ωB97M-V/def2-TZVPD",
  "homo_lumo_gap_ev": 9.04,
  "smiles": "Cc1c[nH]cc1C",
  "fmax_ev_per_a": 1.76,
  "total_energy_ev": -7857.3652,
  "lumo_ev": 1.1,
  "de_lowest_kj_mol": 76.7,
  "species": ["C", "C", "C", "N", "C", "C", "C", "H", "H", "H", "H", "H", "H", "H", "H", "H"],
  "coordinates": [[-1.692, 0.037, 1.075], [-0.341, 0.377, 0.506], [0.625, 1.121, 1.128], [1.694, 1.209, 0.248], [1.393, 0.560, -0.914], [0.182, -0.067, -0.763], [-0.244, -1.386, -1.330], [-2.170, -0.767, 0.513], [-1.560, -0.410, 2.069], [-2.309, 0.930, 1.129], [0.942, 1.399, 2.123], [2.525, 1.767, 0.349], [2.105, 0.479, -1.726], [-0.486, -2.093, -0.541], [0.525, -1.806, -1.975], [-1.189, -1.351, -1.893]],
  "atomic_forces_ev_per_a": [[0.7611, -0.7775, 0.3436], [-0.1153, -0.1704, 0.3042], [1.6627, 0.0737, -0.5726], [-0.2021, 0.2442, -0.7821], [0.2363, -0.6868, -0.0335], [-0.0085, 0.0232, 1.1669], [-0.9818, 0.3360, -1.0636], [-0.1725, 0.3544, -0.2690], [-0.1829, 0.4125, 0.0795], [-0.2567, -0.1666, 0.0249], [-1.1434, 0.2703, 0.2553], [-0.2095, 0.0466, 0.2460], [-0.0136, 0.0032, 0.1933], [0.4113, -0.0828, 0.2803], [-0.0560, -0.0474, 0.0160], [0.2708, 0.1674, -0.1892]]
}

[2]
{
  "formula": "C3H6N6O3",
  "method": "ωB97M-V/def2-TZVPD",
  "homo_lumo_gap_ev": 9.52,
  "smiles": "O=NN1CN(N=O)CN(N=O)C1",
  "fmax_ev_per_a": 6.98,
  "total_energy_ev": -18282.8382,
  "lumo_ev": -0.6,
  "de_lowest_kj_mol": 600.6,
  "species": ["O", "N", "N", "C", "N", "N", "O", "C", "N", "N", "O", "C", "H", "H", "H", "H", "H", "H"],
  "coordinates": [[-1.463, 2.620, -0.479], [-1.581, 1.766, 0.413], [-0.456, 1.081, 0.525], [-0.707, -0.229, 1.198], [-0.515, -1.207, 0.089], [-1.422, -1.995, -0.699], [-2.540, -1.917, -0.098], [0.993, -1.278, -0.223], [1.381, 0.123, -0.543], [2.579, 0.451, -0.111], [3.203, -0.529, 0.404], [0.475, 1.159, -0.556], [-1.775, -0.235, 1.552], [0.064, -0.368, 1.912], [1.536, -1.548, 0.738], [1.075, -1.924, -1.013], [-0.076, 1.254, -1.484], [1.117, 1.986, -0.544]],
  "atomic_forces_ev_per_a": [[-1.0261, -0.6199, 1.3356], [0.7234, 2.0146, -2.0380], [-1.3409, -1.0851, 2.0669], [-1.6632, 0.0641, -2.6640], [2.4259, -1.4740, -1.3073], [-2.4727, 2.9444, 5.8273], [3.0928, -0.8776, -3.1015], [-3.3889, 2.0856, 2.9799], [1.3922, -3.6964, 0.6822], [2.1921, -2.3449, 2.1099], [-0.8022, 2.9028, -1.8588], [-1.0515, 0.7399, -1.5103], [1.3460, 0.0146, -0.1060], [0.3562, -0.5307, 0.9402], [-0.6815, -0.0417, -1.5400], [0.8211, -1.6648, -1.8904], [-0.3313, -0.2887, -0.3129], [0.4087, 1.8577, 0.3872]]
}

[3]
{
  "formula": "C2H8OSSi",
  "method": "ωB97M-V/def2-TZVPD",
  "homo_lumo_gap_ev": 9.66,
  "smiles": "C[Si](C)(O)S",
  "fmax_ev_per_a": 3.98,
  "total_energy_ev": -22965.9572,
  "lumo_ev": 0.5,
  "de_lowest_kj_mol": 26.8,
  "species": ["C", "Si", "C", "O", "S", "H", "H", "H", "H", "H", "H", "H", "H"],
  "coordinates": [[-1.609, -0.538, -0.316], [0.316, -0.611, -0.243], [0.933, 1.151, 0.047], [1.011, -1.381, -1.501], [1.207, -1.610, 1.713], [-2.068, -1.523, -0.514], [-2.070, -0.257, 0.572], [-1.923, 0.137, -1.010], [1.979, 1.368, -0.214], [0.522, 1.947, -0.500], [0.950, 1.455, 1.141], [1.950, -1.793, -1.421], [1.287, -0.411, 2.359]],
  "atomic_forces_ev_per_a": [[2.1328, -3.3504, 0.2964], [0.1226, 0.6492, 2.4717], [1.6136, -0.0292, 1.5467], [2.1555, -1.3370, -0.2040], [-0.8240, 1.0148, -1.2517], [0.3658, 0.3228, -0.2752], [-0.2743, 0.7003, 2.0186], [-0.7340, 1.8355, -2.3199], [0.2009, -0.9216, -0.0264], [-1.5174, 0.9284, -0.7447], [-0.5422, -0.4908, -1.1677], [-2.6570, 1.2845, 0.0035], [-0.0424, -0.6065, -0.3473]]
}

[4]
{
  "formula": "C37H76GaN9O11PS",
  "method": "ωB97M-V/def2-TZVPD",
  "charge": -1,
  "homo_lumo_gap_ev": 5.10,
  "fmax_ev_per_a": 3.88,
  "total_energy_ev": -148033.4590,
  "lumo_ev": 1.6,
  "species": ["C", "C", "C", "Ga", "C", "C", "C", "C", "S", "O", "O", "O", "P", "N", "C", "C", "C", "C", "C", "C", "H", "H", "H", "H", "H", "H", "H", "H", "H", "H", "H", "H", "H", "H", "H", "H", "H", "H", "H", "H", "C", "C", "O", "N", "C", "H", "H", "H", "H", "H", "H", "H", "C", "C", "O", "N", "C", "H", "H", "H", "H", "H", "H", "H", "C", "C", "O", "N", "C", "H", "H", "H", "H", "H", "H", "H", "C", "C", "O", "N", "C", "H", "H", "H", "H", "H", "H", "H", "C", "C", "O", "N", "C", "H", "H", "H", "H", "H", "H", "H", "C", "C", "O", "N", "C", "H", "H", "H", "H", "H", "H", "H", "C", "C", "O", "N", "C", "H", "H", "H", "H", "H", "H", "H", "C", "C", "O", "N", "C", "H", "H", "H", "H", "H", "H", "H"],
  "coordinates": [[-2.578, 5.123, 1.953], [-1.768, 4.363, 2.456], [-0.772, 3.487, 3.243], [-1.105, 1.441, 3.076], [0.452, 0.683, 1.985], [0.506, -0.898, 1.897], [-0.425, -1.552, 0.794], [-0.516, -0.745, -0.558], [-1.720, -1.603, -1.644], [-1.455, -3.059, -1.527], [-3.069, -1.338, -1.143], [-1.494, -1.005, -3.170], [-0.970, 0.589, 5.293], [-0.915, -1.033, 5.307], [-2.968, 0.934, 2.402], [-3.594, -0.331, 2.940], [-4.963, -0.749, 2.535], [-5.801, 0.045, 1.591], [-5.173, 1.275, 1.033], [-3.797, 1.698, 1.439], [-3.416, 5.492, 1.315], [0.251, 3.702, 2.791], [-0.700, 3.833, 4.321], [1.405, 1.005, 2.522], [0.466, 1.219, 0.993], [0.282, -1.373, 2.904], [1.583, -1.187, 1.663], [-1.433, -1.810, 1.235], [0.044, -2.556, 0.535], [0.499, -0.587, -1.037], [-0.926, 0.276, -0.305], [-0.931, -0.197, -3.097], [0.185, 1.195, 5.903], [-2.144, 1.017, 6.017], [-0.035, -1.307, 5.774], [-2.994, -0.930, 3.674], [-5.414, -1.695, 2.935], [-6.844, -0.277, 1.315], [-5.806, 1.871, 0.324], [-3.403, 2.640, 0.979], [3.918, -4.650, -2.678], [3.413, -4.302, -1.301], [4.115, -4.416, -0.302], [2.139, -3.850, -1.191], [1.163, -3.649, -2.247], [4.949, -4.995, -2.606], [3.314, -5.450, -3.108], [3.892, -3.769, -3.322], [1.869, -3.637, -0.242], [0.867, -2.601, -2.241], [0.294, -4.265, -2.033], [1.561, -3.906, -3.227], [-2.510, 1.111, -6.326], [-1.163, 0.485, -6.073], [-0.498, 0.750, -5.077], [-0.694, -0.396, -6.988], [-1.327, -0.831, -8.217], [-2.750, 1.791, -5.510], [-2.491, 1.680, -7.257], [-3.280, 0.339, -6.372], [0.211, -0.776, -6.753], [-1.454, -1.916, -8.171], [-0.667, -0.584, -9.048], [-2.294, -0.361, -8.372], [-4.652, 7.047, 6.835], [-4.396, 6.274, 5.564], [-4.172, 5.077, 5.569], [-4.422, 6.965, 4.388], [-4.669, 8.375, 4.188], [-4.599, 6.368, 7.685], [-3.893, 7.822, 6.964], [-5.647, 7.494, 6.810], [-4.243, 6.388, 3.576], [-5.541, 8.486, 3.538], [-3.799, 8.812, 3.691], [-4.849, 8.899, 5.124], [0.809, -2.194, -11.795], [-0.655, -2.544, -11.711], [-1.529, -1.693, -11.756], [-0.988, -3.859, -11.579], [-0.104, -5.004, -11.507], [0.915, -1.115, -11.896], [1.323, -2.509, -10.886], [1.259, -2.671, -12.668], [-1.983, -4.017, -11.529], [-0.346, -5.680, -12.330], [-0.282, -5.520, -10.561], [0.943, -4.719, -11.571], [-0.460, 3.368, -8.470], [-0.209, 2.617, -9.752], [0.009, 1.414, -9.770], [-0.230, 3.322, -10.916], [-0.468, 4.739, -11.101], [-0.411, 2.676, -7.632], [0.302, 4.137, -8.330], [-1.454, 3.822, -8.488], [-0.055, 2.755, -11.732], [-1.338, 4.862, -11.749], [0.405, 5.175, -11.592], [-0.646, 5.251, -10.160], [2.499, -1.233, 8.102], [2.647, -1.144, 6.607], [1.777, -1.532, 5.843], [3.798, -0.606, 6.110], [4.935, -0.093, 6.843], [1.538, -1.678, 8.344], [3.289, -1.862, 8.521], [2.538, -0.238, 8.539], [3.825, -0.578, 5.101], [5.077, 0.956, 6.572], [5.822, -0.659, 6.548], [4.798, -0.172, 7.918], [7.573, -7.228, 1.631], [7.080, -6.881, 3.013], [7.789, -6.997, 4.005], [5.807, -6.427, 3.132], [4.824, -6.224, 2.083], [8.603, -7.575, 1.693], [6.964, -8.027, 1.205], [7.542, -6.346, 0.988], [5.544, -6.214, 4.083], [4.526, -5.176, 2.089], [3.952, -6.843, 2.305], [5.208, -6.482, 1.101], [-0.958, 1.490, 10.725], [0.363, 1.374, 10.010], [0.890, 0.293, 9.789], [0.970, 2.524, 9.607], [0.508, 3.887, 9.775], [-1.316, 0.495, 10.982], [-0.838, 2.065, 11.646], [-1.695, 1.967, 10.076], [1.849, 2.370, 9.136], [0.407, 4.341, 8.787], [1.259, 4.439, 10.345], [-0.445, 3.936, 10.293]],
  "atomic_forces_ev_per_a": [[-0.6782, -0.4097, -0.9522], [0.8655, -0.3595, 1.5143], [-0.0997, 1.7876, -1.0544], [-0.2359, 0.3019, -0.3357], [0.5080, -0.2172, 0.5778], [0.6298, 0.2798, -0.4922], [0.5697, -1.1323, 0.1883], [0.1065, 0.8896, 0.7887], [-1.8886, -2.2781, 2.5054], [0.1823, 2.6396, -1.5114], [1.7735, 0.8903, -1.4504], [0.3475, -0.4031, 1.8655], [-0.3611, -1.5724, -0.7225], [0.5588, 0.8203, 0.3599], [-3.0998, -1.3085, -0.7629], [-1.4319, 1.6496, -1.7412], [0.5592, 1.6658, -0.8246], [3.3618, 1.0290, 0.8036], [0.6457, -1.6643, 1.7398], [-1.3176, -1.8152, 0.4678], [1.3470, -0.4259, 1.0376], [-1.1110, -0.3254, 0.4874], [-0.4140, -0.3118, -1.2155], [-1.0680, -0.2535, -0.6105], [0.1532, -0.7096, 0.7309], [0.0433, 0.6667, -1.1580], [-1.1288, 0.1645, 0.0889], [0.8930, 0.6826, -0.7602], [-0.6820, 1.0565, 0.3205], [-1.1418, -0.4749, 0.3631], [0.1209, -1.0590, -0.6048], [-0.4588, -0.4600, -0.4336], [-0.5116, 0.1667, 0.2924], [0.6518, 0.5041, 0.2079], [-0.9169, -0.1171, -0.3797], [-0.7693, 0.4531, -0.7692], [0.6423, 0.9898, -0.2891], [1.3667, 0.4130, 0.3188], [0.9578, -0.4347, 0.6991], [-0.3610, -0.9934, 0.5704], [0.1490, -0.0631, -0.0527], [-0.2485, 0.1935, 0.5296], [0.1476, -0.1014, -0.2115], [0.6480, -0.2152, -0.2754], [0.1958, -0.1593, 0.3413], [-0.0943, 0.0544, 0.1324], [-0.0191, 0.1317, -0.1288], [-0.1003, -0.1175, -0.0955], [-0.0601, 0.0135, -0.0771], [-0.1073, -0.1323, -0.2513], [-0.0302, 0.1889, -0.2565], [0.1423, 0.0162, 0.1248], [-0.0803, 0.0971, 0.1134], [0.3165, -0.2818, 0.0503], [0.0274, 0.1942, 0.1084], [-0.3521, 0.3950, 0.3280], [0.5453, -0.4302, -0.0254], [0.1302, -0.1105, -0.0013], [-0.1519, -0.1471, -0.0469], [-0.0148, 0.0797, -0.1283], [-0.0649, 0.0382, -0.0471], [-0.2204, 0.0183, -0.1249], [-0.2977, -0.0034, -0.1201], [0.1125, 0.0134, 0.0563], [-0.0013, 0.0454, 0.1315], [0.1459, -0.4855, -0.3267], [-0.0822, 0.1842, 0.2339], [-0.1522, -0.0307, 0.3978], [0.1325, -0.3970, -0.4089], [0.0212, -0.0531, -0.1774], [-0.1465, 0.1030, 0.0238], [0.0928, 0.1451, 0.0474], [0.1522, 0.0078, 0.1058], [-0.0031, 0.2843, 0.0585], [-0.1046, 0.2450, 0.0429], [0.0190, -0.1068, -0.0328], [0.0700, 0.0948, -0.0273], [-0.4089, 0.1895, 0.0103], [0.0958, -0.0431, -0.0297], [0.2604, 0.2957, -0.0420], [-0.5442, -0.0798, 0.0397], [-0.1621, -0.0819, 0.0627], [0.1033, -0.0623, -0.1185], [0.1092, -0.0697, 0.1282], [0.0837, -0.0031, 0.0104], [0.2331, -0.1339, 0.0630], [0.2309, -0.1430, -0.0563], [-0.1133, 0.0703, 0.0008], [-0.0001, -0.0540, 0.0728], [0.0838, -0.3416, -0.1810], [0.0869, 0.2407, 0.0198], [-0.0020, -0.0647, 0.3945], [0.0860, -0.3097, -0.4317], [0.0817, -0.0044, -0.1446], [-0.1479, 0.0901, 0.0297], [0.0982, 0.1510, 0.0413], [-0.0447, 0.0500, 0.0538], [0.0059, 0.2612, 0.0724], [-0.1078, 0.2435, 0.0621], [0.0265, -0.1262, -0.0322], [0.2431, -0.2114, -0.2693], [-0.2490, -0.2387, -0.1320], [0.7506, -0.0660, 0.1247], [-0.1824, -0.0798, 0.1759], [-0.0509, -0.0111, -0.5604], [0.0549, 0.1418, -0.1220], [0.0578, 0.1065, 0.0471], [0.0746, -0.1906, 0.1084], [-0.0052, 0.0205, 0.0766], [0.1926, 0.0273, 0.2045], [0.1476, 0.1268, 0.2146], [-0.0919, -0.0451, -0.1009], [0.1364, -0.0377, -0.0684], [-0.1249, 0.1074, 0.5389], [0.1000, -0.0549, -0.1571], [0.4677, -0.2815, -0.2163], [-0.1849, 0.1675, 0.5632], [-0.0979, 0.0472, 0.1452], [-0.0196, 0.1347, -0.1329], [-0.1236, -0.1198, -0.0985], [0.0031, 0.0089, -0.0870], [-0.1124, -0.1088, -0.3252], [-0.0769, 0.0507, -0.2246], [0.0319, 0.0970, 0.1134], [-0.0957, -0.0439, 0.0307], [0.2044, -0.2888, -0.1776], [-0.2987, 0.4131, 0.4324], [-0.2504, -0.2475, 0.2798], [0.4624, -0.0693, -0.3089], [0.1454, 0.0391, -0.1061], [-0.1192, 0.0921, -0.0711], [-0.0095, 0.0763, 0.1236], [-0.1034, 0.0574, -0.0241], [-0.1496, 0.1855, 0.1252], [-0.1776, 0.1930, 0.0338], [0.0726, -0.1064, -0.0518]]
}